## one
Entry from OMol25: 13 unconnected molecules or ions with the total composition H24NO15 (the ωB97M-V functional and the def2-TZVPD basis).

As for the HOMO energy: -7.11 eV. As for the multiplicity: 1. As for the charge: -1.

Last column: Löwdin charge in e.
Atoms and positions in Å:
1 N 0.718 0.493 0.219  -0.45
2 O 0.279 -0.430 0.901  -0.02
3 O 1.500 0.286 -0.714  0.00
4 O -0.023 1.550 0.108  -0.05
5 O -2.103 3.218 1.779  -0.08
6 H -1.301 2.795 1.403  0.01
7 H -2.646 2.502 1.490  -0.04
8 O -2.037 1.446 -1.950  -0.03
9 H -2.982 1.559 -1.686  0.08
10 H -1.631 1.424 -1.131  -0.05
11 O 4.204 1.477 -1.349  -0.03
12 H 3.361 1.093 -1.194  -0.04
13 H 4.169 2.216 -0.781  0.01
14 O -0.448 -2.562 -1.660  -0.02
15 H -1.183 -3.080 -1.425  0.02
16 H 0.090 -2.493 -0.870  -0.01
17 O -0.035 -1.981 3.828  -0.05
18 H -0.434 -1.754 2.972  -0.02
19 H 0.842 -2.024 3.523  0.00
20 O 0.551 1.596 3.076  -0.05
21 H 0.263 1.124 2.286  -0.02
22 H 1.505 1.572 3.000  0.03
23 O 0.745 2.438 -2.511  -0.04
24 H 0.057 3.096 -2.377  0.04
25 H 1.016 2.070 -1.699  -0.05
26 O -0.236 -0.364 -3.269  -0.09
27 H -0.594 0.226 -2.552  0.00
28 H -0.208 -1.264 -2.937  -0.03
29 O -2.806 0.757 1.121  -0.02
30 H -2.589 0.591 2.044  0.07
31 H -2.410 0.062 0.654  0.00
32 O 3.153 -0.996 -2.349  -0.05
33 H 2.642 -0.604 -1.671  -0.06
34 H 2.715 -0.626 -3.127  0.05
35 O -1.825 -2.220 1.701  -0.05
36 H -2.132 -3.097 2.072  0.11
37 H -2.077 -2.151 0.805  0.02
38 O 0.937 -2.817 0.635  -0.05
39 H 0.878 -1.892 0.748  -0.06
40 H 0.091 -3.245 0.885  0.05



## two
Entry from OMol25: 13 unconnected molecules or ions with the total composition H24NO15 (the ωB97M-V functional and the def2-TZVPD basis).

As for the HOMO energy: -7.87 eV. As for the multiplicity: 1. As for the charge: -1.

Last column: Löwdin charge in e.
Atoms and positions in Å:
1 N -15.578 -9.091 -15.484  -0.48
2 O -16.690 -9.238 -16.083  -0.05
3 O -14.636 -9.010 -16.237  0.03
4 O -15.510 -8.481 -14.387  -0.05
5 O -13.899 -7.700 -18.650  0.01
6 H -14.292 -8.281 -18.070  -0.06
7 H -13.447 -7.070 -18.130  0.04
8 O -12.431 -11.325 -16.633  -0.09
9 H -12.446 -11.476 -17.601  0.03
10 H -13.327 -11.582 -16.354  -0.02
11 O -14.847 -10.596 -18.543  -0.06
12 H -14.316 -10.483 -19.335  0.09
13 H -14.506 -10.071 -17.786  0.02
14 O -17.741 -6.808 -14.337  -0.04
15 H -18.021 -6.867 -15.212  -0.03
16 H -17.174 -7.598 -14.257  0.00
17 O -13.926 -10.625 -13.764  -0.03
18 H -14.551 -9.886 -13.718  -0.01
19 H -13.133 -10.243 -13.420  0.04
20 O -19.251 -9.731 -15.275  -0.09
21 H -19.542 -9.301 -16.128  0.06
22 H -18.277 -9.683 -15.271  -0.01
23 O -14.875 -8.142 -11.525  0.00
24 H -15.194 -7.313 -11.238  0.02
25 H -15.481 -8.418 -12.155  -0.03
26 O -17.833 -11.465 -17.586  -0.09
27 H -17.312 -11.210 -18.420  0.06
28 H -17.568 -10.665 -17.094  -0.02
29 O -13.871 -6.357 -14.537  -0.06
30 H -14.388 -7.170 -14.655  -0.02
31 H -14.000 -5.953 -15.386  0.01
32 O -16.506 -8.516 -19.180  -0.04
33 H -15.788 -9.102 -18.969  -0.03
34 H -16.081 -7.674 -19.339  0.03
35 O -16.584 -6.785 -17.127  -0.08
36 H -16.500 -7.491 -16.427  0.01
37 H -16.699 -7.277 -17.963  -0.01
38 O -15.082 -12.064 -16.289  -0.03
39 H -15.280 -11.470 -17.009  -0.03
40 H -15.136 -11.545 -15.487  0.02



Quick look at relative energies in eV: one 0.054; two 0.000.



## one
Entry from OMol25: a single C9H12N2O molecule (the ωB97M-V functional and the def2-TZVPD basis).

Its SMILES is C[C@@H]1C=N[C@H](O)c2c1ccn2C. As for the HOMO energy: -8.35 eV. As for the multiplicity: 1.

Last column: Löwdin charge in e.
Atoms and positions in Å:
1 C -0.154 -1.824 -0.621  -0.02
2 C -1.532 -1.683 -0.565  -0.10
3 C 0.364 -0.494 -0.417  -0.26
4 C -0.643 0.356 -0.100  -0.03
5 C 1.934 1.435 -0.323  -0.16
6 C 1.766 -0.080 -0.495  -0.29
7 C -0.439 2.033 -0.317  -0.36
8 C 2.419 -0.615 0.823  -0.05
9 C -3.113 0.126 0.201  -0.07
10 N 1.028 2.281 -0.238  0.11
11 N -1.857 -0.427 -0.172  -0.14
12 O -1.071 2.855 0.493  0.00
13 H 0.330 -2.763 -0.895  0.10
14 H -2.360 -2.375 -0.771  0.13
15 H 2.987 1.691 -0.222  0.11
16 H 2.220 -0.439 -1.511  0.17
17 H -0.813 2.309 -1.363  0.17
18 H 1.576 -1.125 1.295  0.07
19 H 2.905 0.137 1.413  0.06
20 H 3.141 -1.469 0.460  0.11
21 H -3.538 -0.228 1.196  0.10
22 H -3.102 1.235 0.368  0.09
23 H -3.910 -0.109 -0.564  0.10
24 H -1.013 2.537 1.423  0.13



## two
Entry from OMol25: a single C9H12N2O molecule (the ωB97M-V functional and the def2-TZVPD basis).

Its SMILES is NC[C@H](N)C(=O)c1ccccc1. As for the HOMO energy: -9.19 eV. As for the multiplicity: 1.

Last column: Löwdin charge in e.
Atoms and positions in Å:
1 C -2.242 0.060 1.393  -0.27
2 C -0.915 0.914 1.308  -0.35
3 C -0.360 0.951 -0.227  -0.31
4 C 0.602 0.010 -0.827  -0.09
5 C 1.293 -1.007 -0.062  -0.04
6 C 2.244 -1.723 -0.731  -0.13
7 C 2.742 -1.285 -1.941  -0.10
8 C 2.380 -0.049 -2.424  -0.12
9 C 1.257 0.613 -2.049  0.03
10 H -2.396 -1.860 2.589  0.16
11 H -3.077 -1.528 1.000  0.10
12 H -2.655 0.610 2.294  0.10
13 H -2.818 0.306 0.404  0.13
14 H -0.231 0.474 1.887  0.07
15 H -1.352 2.849 0.806  0.13
16 H -0.411 2.524 2.458  0.15
17 H 0.600 -1.617 0.673  0.14
18 H 2.780 -2.609 -0.218  0.13
19 H 3.317 -1.882 -2.774  0.15
20 H 2.665 0.248 -3.406  0.10
21 H 0.706 1.385 -2.498  0.10
22 N -1.987 -1.508 1.436  -0.08
23 N -1.353 2.259 1.805  -0.03
24 O -0.788 1.863 -0.893  0.04



Quick look at relative energies in eV: one 0.000; two 2.856.



## one
Entry from OMol25: a gas-phase ion, C4H8IN2 (charge +1) (the ωB97M-V functional and the def2-TZVPD basis).

Its SMILES is [H]/N=C(/C)C/[NH+]=C/I. As for the HOMO energy: -13.54 eV. As for the multiplicity: 1. As for the charge: +1.

Last column: Löwdin charge in e.
Atoms and positions in Å:
1 C 2.877 -0.391 0.522  -0.55
2 C 0.520 -0.621 -0.011  -0.10
3 C -0.367 0.694 -0.042  -0.40
4 C -1.809 0.382 -0.213  -0.04
5 N 0.010 1.862 0.093  0.18
6 N 1.893 -0.434 -0.320  -0.03
7 I 4.807 0.070 -0.029  1.06
8 H 0.407 -1.042 0.992  0.14
9 H 0.076 -1.306 -0.736  0.14
10 H -2.146 -0.289 0.575  0.09
11 H -2.374 1.306 -0.170  0.09
12 H -1.992 -0.101 -1.171  0.09
13 H 2.682 -0.577 1.574  0.09
14 H 0.968 2.152 0.234  0.06
15 H 2.102 -0.252 -1.304  0.16



## two
Entry from OMol25: a gas-phase ion, C4H8IN2 (charge +1) (the ωB97M-V functional and the def2-TZVPD basis).

Its SMILES is [H]/N=C/C(I)=C/C[NH3+]. As for the HOMO energy: -13.25 eV. As for the multiplicity: 1. As for the charge: +1.

Last column: Löwdin charge in e.
Atoms and positions in Å:
1 C -0.263 0.505 -0.398  -0.16
2 C 1.558 2.353 -0.014  -0.26
3 C 0.996 0.859 -0.185  -0.58
4 C -0.733 -0.900 -0.664  -0.17
5 N 2.767 2.446 0.243  0.04
6 N -0.304 -1.862 0.396  0.13
7 I 2.645 -0.472 -0.067  1.07
8 H -1.020 1.275 -0.447  0.12
9 H 0.801 3.122 -0.151  0.12
10 H -0.303 -1.248 -1.606  0.14
11 H -1.820 -0.922 -0.747  0.13
12 H 3.162 3.375 0.350  0.09
13 H -0.749 -1.668 1.297  0.17
14 H 0.751 -1.745 0.491  -0.02
15 H -0.512 -2.830 0.127  0.17



Quick look at relative energies in eV: one 0.140; two 0.000.



## one
Entry from OMol25: a single C6H6OS molecule (the ωB97M-V functional and the def2-TZVPD basis).

Its SMILES is C#C[C@H]1O[C@H]2C[C@@H]2S1. As for the HOMO energy: -8.80 eV. As for the multiplicity: 1.

Last column: Löwdin charge in e.
Atoms and positions in Å:
1 C 3.158 -0.270 0.565  0.09
2 C 2.009 -0.538 0.124  -0.10
3 C 0.711 -0.376 -0.626  -0.58
4 C -1.252 0.446 0.594  -0.52
5 C -2.543 -0.494 0.573  0.00
6 C -1.366 -0.547 -0.397  -0.40
7 H 3.801 -0.238 1.492  0.05
8 H 1.116 -0.241 -1.598  0.10
9 H -0.535 0.069 1.384  0.11
10 H -2.554 -1.002 1.543  0.08
11 H -3.745 -0.165 0.419  0.16
12 H -1.811 -0.250 -1.351  0.15
13 O -0.129 -1.397 -0.437  -0.02
14 S 0.028 1.480 -0.212  0.88



## two
Entry from OMol25: a single C6H6OS molecule (the ωB97M-V functional and the def2-TZVPD basis).

Its SMILES is Cc1ccoc(=S)c1. As for the HOMO energy: -8.20 eV. As for the multiplicity: 1.

Last column: Löwdin charge in e.
Atoms and positions in Å:
1 C -2.706 -1.272 -0.012  -0.05
2 C -1.500 -0.358 0.016  -0.26
3 C -1.606 1.071 -0.076  -0.02
4 C -0.454 1.821 0.053  -0.05
5 C 0.944 -0.082 -0.043  -0.87
6 C -0.222 -0.851 0.091  -0.08
7 H -3.388 -1.072 0.885  0.11
8 H -3.352 -0.973 -0.867  0.09
9 H -2.548 -2.360 -0.061  0.08
10 H -2.574 1.622 -0.071  0.13
11 H -0.416 2.871 -0.013  0.11
12 H -0.113 -1.959 0.023  0.13
13 O 0.814 1.284 0.027  -0.04
14 S 2.447 -0.649 -0.018  0.72



Quick look at relative energies in eV: one 6.688; two 0.000.



## one
Entry from OMol25: a single C17H22N2O4 molecule (the ωB97M-V functional and the def2-TZVPD basis).

Its SMILES is C#CCN1CC(=O)N(COC(=O)[C@@H]2[C@H](C=C(C)C)C2(C)C)C1=O. As for the HOMO energy: -8.10 eV. As for the multiplicity: 1.

Last column: Löwdin charge in e.
Atoms and positions in Å:
1 O 1.639 -0.981 1.304  0.09
2 O -1.391 -4.209 2.394  0.12
3 O 0.832 -1.987 -2.184  0.11
4 C -0.895 1.590 3.768  0.12
5 C -0.053 0.748 3.924  -0.10
6 O -0.811 -2.343 -0.654  0.06
7 C 0.806 -1.648 1.912  -0.44
8 C -0.699 -3.221 2.447  -0.39
9 C -0.261 -1.713 -1.718  -0.41
10 C 1.761 2.097 -2.223  -0.31
11 C 0.867 1.133 -1.798  -0.03
12 N 0.015 -2.668 1.430  0.09
13 N 0.585 -1.478 3.272  -0.03
14 C 3.039 2.205 -1.465  -0.07
15 C 1.495 2.957 -3.440  -0.06
16 C 0.990 -0.296 4.073  -0.12
17 C 0.092 -3.130 0.093  -0.10
18 C -0.408 -2.448 3.705  -0.03
19 C -1.471 0.648 0.056  -0.01
20 C -2.992 1.095 -1.951  -0.04
21 C -1.660 0.538 -1.485  -0.42
22 C -1.075 -0.583 -2.327  -0.07
23 C -0.463 0.833 -2.382  -0.15
24 H -1.634 2.329 3.627  0.02
25 H 1.184 0.634 -0.914  0.08
26 H 3.011 1.654 -0.553  0.06
27 H 3.244 3.263 -1.214  0.09
28 H 3.830 1.878 -2.137  0.08
29 H 0.814 3.744 -3.131  0.08
30 H 1.094 2.440 -4.289  0.07
31 H 2.368 3.445 -3.825  0.06
32 H 1.946 0.081 3.737  0.12
33 H 1.134 -0.615 5.122  0.13
34 H 1.117 -3.045 -0.274  0.15
35 H -0.165 -4.196 0.090  0.16
36 H -0.087 -3.103 4.485  0.13
37 H -1.310 -1.914 4.056  0.15
38 H -2.332 0.259 0.601  0.08
39 H -1.326 1.719 0.334  0.10
40 H -0.586 0.065 0.342  0.05
41 H -3.082 1.024 -3.049  0.09
42 H -3.847 0.575 -1.555  0.07
43 H -3.034 2.150 -1.682  0.08
44 H -1.623 -0.935 -3.224  0.16
45 H -0.652 1.410 -3.299  0.14



## two
Entry from OMol25: a single C17H22N2O4 molecule (the ωB97M-V functional and the def2-TZVPD basis).

Its SMILES is C#CCN1CC(=O)N(COC(=O)[C@@H]2[C@H](C=C(C)C)C2(C)C)C1=O. As for the HOMO energy: -8.35 eV. As for the multiplicity: 1.

Last column: Löwdin charge in e.
Atoms and positions in Å:
1 O 2.444 3.817 -0.901  0.09
2 O 1.411 -0.311 -2.293  0.10
3 O 0.877 0.499 2.509  0.10
4 C 2.841 4.043 -6.224  0.12
5 C 3.019 4.004 -5.032  -0.11
6 O 0.194 1.175 0.444  0.06
7 C 2.066 2.932 -1.661  -0.45
8 C 1.630 0.896 -2.321  -0.36
9 C 0.002 0.605 1.643  -0.42
10 C -0.968 -3.458 2.841  -0.30
11 C -0.893 -2.244 2.170  -0.03
12 N 1.508 1.764 -1.250  0.10
13 N 2.431 2.904 -2.995  -0.05
14 C 0.126 -4.491 2.655  -0.08
15 C -2.199 -3.793 3.680  -0.06
16 C 3.306 3.892 -3.584  -0.15
17 C 1.579 1.371 0.147  -0.07
18 C 2.270 1.558 -3.522  -0.02
19 C -2.007 -0.929 -0.340  -0.01
20 C -3.917 0.062 1.145  -0.02
21 C -2.427 -0.383 1.052  -0.38
22 C -1.423 0.253 2.013  -0.08
23 C -1.914 -1.153 2.248  -0.18
24 H 2.759 4.104 -7.290  0.03
25 H -0.012 -2.103 1.551  0.10
26 H 0.406 -4.942 3.620  0.08
27 H 1.029 -3.952 2.270  0.09
28 H -0.212 -5.250 1.944  0.08
29 H -3.096 -3.411 3.238  0.06
30 H -2.117 -3.384 4.697  0.09
31 H -2.305 -4.876 3.807  0.08
32 H 3.192 4.870 -3.100  0.13
33 H 4.337 3.585 -3.444  0.13
34 H 2.170 0.452 0.285  0.16
35 H 1.982 2.148 0.814  0.15
36 H 3.234 1.091 -3.747  0.15
37 H 1.629 1.544 -4.420  0.14
38 H -2.721 -1.692 -0.686  0.09
39 H -1.965 -0.090 -1.041  0.08
40 H -1.016 -1.408 -0.243  0.08
41 H -4.315 -0.160 2.146  0.08
42 H -4.028 1.133 0.943  0.08
43 H -4.519 -0.450 0.441  0.05
44 H -1.843 1.006 2.686  0.16
45 H -2.548 -1.227 3.105  0.12



Quick look at relative energies in eV: one 0.000; two 0.554.



## one
Entry from OMol25: 2 unconnected molecules or ions with the total composition C5H14NO (the ωB97M-V functional and the def2-TZVPD basis).

As for the HOMO energy: -2.55 eV. As for the multiplicity: 1. As for the charge: -1.

Last column: Löwdin charge in e.
Atoms and positions in Å:
1 C -1.138 -0.076 -2.376  -0.11
2 C -0.690 0.599 -1.063  -0.30
3 N 0.194 1.747 -1.347  -0.14
4 C 1.333 1.783 -0.450  -0.17
5 H -1.334 -1.137 -2.217  0.06
6 H -0.280 0.020 -3.045  0.06
7 H -1.987 0.396 -2.876  0.05
8 H -0.153 -0.139 -0.452  0.06
9 H -1.574 0.904 -0.489  0.10
10 H -0.311 2.620 -1.316  0.08
11 H 2.030 2.587 -0.727  0.06
12 H 1.093 1.929 0.612  0.07
13 H 1.897 0.856 -0.516  0.07
14 C 0.357 -0.907 1.900  -0.60
15 O 0.900 -1.321 0.743  -0.37
16 C -0.815 -1.842 2.359  -0.15
17 H -0.064 0.133 1.859  0.06
18 H 1.090 -0.898 2.743  0.07
19 H -1.332 -1.452 3.241  0.04
20 H -0.340 -2.805 2.561  0.04
21 H -1.456 -1.993 1.490  0.04



## two
Entry from OMol25: 2 unconnected molecules or ions with the total composition C5H14NO (the ωB97M-V functional and the def2-TZVPD basis).

As for the HOMO energy: -2.54 eV. As for the multiplicity: 1. As for the charge: -1.

Last column: Löwdin charge in e.
Atoms and positions in Å:
1 C 0.492 -1.187 1.511  -0.14
2 C -0.768 -1.684 0.826  -0.34
3 C -1.632 -2.597 1.701  -0.15
4 H 0.266 -0.717 2.472  0.06
5 H 1.003 -0.500 0.838  0.05
6 H 1.166 -2.037 1.683  0.06
7 H -0.500 -2.253 -0.068  0.10
8 H -1.363 -0.860 0.439  0.08
9 H -2.576 -2.826 1.197  0.06
10 H -1.143 -3.548 1.931  0.05
11 H -1.888 -2.121 2.654  0.06
12 C 1.365 2.549 -2.396  -0.21
13 N 1.079 2.388 -0.976  -0.15
14 C -0.161 1.569 -0.781  -0.59
15 O -0.110 0.318 -1.230  -0.32
16 H 1.423 1.588 -2.926  0.06
17 H 2.284 3.124 -2.540  0.05
18 H 0.532 3.104 -2.838  0.06
19 H 1.839 1.854 -0.561  0.07
20 H -0.956 2.200 -1.264  0.08
21 H -0.350 1.637 0.328  0.07



## three
Entry from OMol25: 2 unconnected molecules or ions with the total composition C5H14NO (the ωB97M-V functional and the def2-TZVPD basis).

As for the HOMO energy: -2.62 eV. As for the multiplicity: 1. As for the charge: -1.

Last column: Löwdin charge in e.
Atoms and positions in Å:
1 C -2.206 -1.981 1.318  -0.13
2 C -1.847 -0.453 0.974  -0.32
3 C -0.779 0.110 1.903  -0.17
4 H -1.363 -2.701 1.084  0.07
5 H -3.062 -2.291 0.744  0.03
6 H -2.447 -2.077 2.398  0.05
7 H -2.771 0.133 1.030  0.08
8 H -1.467 -0.404 -0.044  0.05
9 H -0.529 1.118 1.659  0.05
10 H -1.085 0.065 2.966  0.05
11 H 0.155 -0.495 1.751  0.08
12 C 1.684 1.967 -2.122  -0.20
13 N 2.309 0.651 -2.041  -0.16
14 C 1.793 -0.038 -0.837  -0.53
15 O 0.438 0.071 -0.643  -0.35
16 H 0.616 1.895 -1.873  0.05
17 H 1.810 2.411 -3.121  0.05
18 H 2.194 2.612 -1.372  0.07
19 H 2.060 0.089 -2.860  0.07
20 H 2.329 0.419 0.029  0.08
21 H 2.169 -1.101 -0.944  0.08



Quick look at relative energies in eV: one 0.448; two 0.000; three 0.267.